{"formula": "C43H85IN12O10", "method": "ωB97M-V with the def2-TZVPD basis set", "e_homo_ev": -7.72, "homo_lumo_gap_ev": 6.8803, "charge": 0, "elements": ["C", "C", "O", "C", "C", "O", "C", "C", "O", "C", "C", "N", "C", "C", "C", "C", "C", "N", "N", "N", "C", "C", "N", "C", "C", "C", "I", "C", "C", "C", "N", "C", "C", "O", "C", "C", "H", "H", "H", "H", "H", "H", "H", "H", "H", "H", "H", "H", "H", "H", "H", "H", "H", "H", "H", "H", "H", "H", "H", "H", "H", "H", "H", "H", "H", "H", "H", "H", "H", "H", "H", "H", "H", "H", "H", "H", "H", "H", "H", "C", "N", "C", "C", "O", "H", "H", "H", "H", "H", "H", "H", "C", "N", "C", "C", "O", "H", "H", "H", "H", "H", "H", "H", "C", "N", "C", "C", "O", "H", "H", "H", "H", "H", "H", "H", "C", "N", "C", "C", "O", "H", "H", "H", "H", "H", "H", "H", "C", "N", "C", "C", "O", "H", "H", "H", "H", "H", "H", "H", "C", "N", "C", "C", "O", "H", "H", "H", "H", "H", "H", "H"], "positions_angstrom": [[6.281963, -3.442620, -0.583968], [5.427461, -2.034785, -0.407043], [6.243174, -0.979609, -1.068608], [5.919995, -0.923025, -2.509768], [4.750256, 0.250739, -2.711881], [5.327259, 1.229342, -3.651310], [6.307453, 2.121683, -2.947889], [5.599352, 3.621302, -2.829384], [5.547550, 3.956899, -1.398451], [4.187196, 4.283431, -0.944848], [3.391491, 2.917763, -0.395915], [2.383611, 2.331435, -1.344761], [1.806531, 1.117439, -0.670471], [0.685132, 0.262021, -1.569921], [-0.114061, -1.065295, -1.034221], [-1.214347, -1.736068, -2.045962], [-2.572360, -0.820916, -1.965506], [-2.727219, -0.237718, -0.571955], [-3.844817, -1.555959, -2.398720], [-2.387576, 0.296825, -3.013526], [0.230303, -1.590394, 0.504168], [-0.606308, -2.899866, 1.026748], [-1.498986, -2.640766, 2.235378], [-2.713875, -3.546497, 2.018980], [1.369256, -0.810878, 1.451067], [1.749984, -1.273318, 2.990870], [0.246103, -0.581630, 4.489841], [2.046450, -2.914051, 3.125085], [2.829473, -3.140967, 4.585341], [2.131102, 0.536628, 0.814999], [3.149301, 1.195449, 1.699896], [3.813019, 2.390792, 1.084090], [4.995267, 3.128620, 2.002282], [4.687621, 4.523559, 2.346946], [6.032680, 5.128578, 2.618436], [6.796982, 5.627884, 1.235789], [6.788206, -3.673306, 0.458784], [7.156343, -3.228409, -1.349499], [5.593079, -4.333878, -0.903443], [5.329565, -1.734046, 0.729017], [4.333930, -2.101945, -0.858455], [6.925545, -0.600099, -3.057223], [5.515176, -1.927587, -2.954940], [4.531927, 0.680436, -1.644249], [3.735534, -0.217204, -3.127842], [7.263150, 2.133548, -3.648743], [6.542528, 1.767344, -1.856180], [4.560046, 3.528054, -3.358683], [6.211917, 4.468332, -3.372781], [3.535886, 4.717097, -1.846576], [4.191809, 5.151687, -0.135232], [0.438999, 0.646646, -2.673125], [-1.377715, -2.887093, -1.920229], [-0.782630, -1.589334, -3.149301], [-2.678071, 0.804857, -0.563407], [-3.672535, -0.460590, -0.155833], [-3.733314, -1.762038, -3.415638], [-3.934614, -2.416288, -1.815398], [-3.294651, 0.512193, -3.482129], [-1.939248, 1.136886, -2.587076], [-1.333433, -3.369372, 0.203989], [0.200048, -3.759068, 1.220214], [-1.069917, -2.997432, 3.121119], [-3.324548, -3.154014, 1.072256], [-3.396335, -3.522879, 2.986974], [-2.319532, -4.623079, 1.749824], [2.764600, -0.781474, 3.385947], [2.792654, -3.302227, 2.311768], [1.051183, -3.534253, 3.214350], [3.491340, -4.110552, 4.596315], [3.460725, -2.207475, 4.902186], [1.953929, -3.323917, 5.367001], [5.077880, 2.541089, 3.034922], [6.012927, 2.960595, 1.450559], [6.715040, 4.272906, 3.077771], [5.921786, 6.065528, 3.315880], [7.238635, 4.631941, 0.748443], [7.730504, 6.298963, 1.478954], [6.079808, 6.085222, 0.432279], [-6.911301, -7.092890, 2.545813], [-5.923139, -6.389764, 3.328611], [-5.827971, -5.050199, 3.564413], [-6.861581, -4.146480, 2.952252], [-4.912996, -4.616573, 4.261784], [-7.409647, -7.813694, 3.198666], [-6.391492, -7.630988, 1.749267], [-7.652130, -6.422071, 2.110025], [-5.190398, -6.928996, 3.775351], [-6.650105, -3.109980, 3.231539], [-6.828880, -4.223501, 1.862407], [-7.855723, -4.407866, 3.324073], [0.886227, 3.217885, 4.521198], [-0.389039, 3.802303, 4.180942], [-1.223485, 4.532070, 4.974815], [-0.806718, 4.788684, 6.396171], [-2.282644, 4.958048, 4.518458], [1.639545, 3.634405, 3.848035], [0.818139, 2.139353, 4.358811], [1.172018, 3.414087, 5.554912], [-0.741240, 3.674075, 3.239258], [-1.575389, 5.382941, 6.899221], [-0.697281, 3.842068, 6.931618], [0.131197, 5.349751, 6.416468], [-3.373028, 5.831046, -4.322457], [-3.651470, 4.647968, -3.543729], [-2.784784, 3.899498, -2.803633], [-1.341923, 4.319191, -2.761077], [-3.195337, 2.912515, -2.196305], [-3.992372, 6.644041, -3.935705], [-3.654872, 5.628046, -5.358599], [-2.322681, 6.120341, -4.279828], [-4.603069, 4.299838, -3.520878], [-0.779065, 3.623960, -2.131077], [-0.914830, 4.296142, -3.766972], [-1.255240, 5.320853, -2.332067], [-8.361747, -1.770266, -5.661799], [-8.758751, -2.507028, -4.485707], [-7.975191, -2.953160, -3.462919], [-6.500735, -2.666091, -3.520975], [-8.483266, -3.571230, -2.529438], [-8.909626, -0.824807, -5.669573], [-8.645793, -2.355861, -6.539656], [-7.290057, -1.571297, -5.686852], [-9.738467, -2.740464, -4.372036], [-6.013206, -3.085125, -2.635660], [-6.062861, -3.130715, -4.408192], [-6.328970, -1.586605, -3.530823], [12.203483, -0.984470, -3.550017], [10.928217, -0.400052, -3.890273], [10.093771, 0.329715, -3.096400], [10.510538, 0.586330, -1.675044], [9.034611, 0.755693, -3.552756], [12.956801, -0.567950, -4.223180], [12.135395, -2.063001, -3.712404], [12.489274, -0.788268, -2.516302], [10.576016, -0.528280, -4.831957], [9.741867, 1.180587, -1.171994], [10.619975, -0.360287, -1.139597], [11.448452, 1.147397, -1.654747], [-10.025040, -0.254861, 1.195233], [-9.712932, -1.564556, 1.715722], [-10.043578, -2.093403, 2.928194], [-10.834874, -1.242409, 3.881851], [-9.692910, -3.237231, 3.211438], [-10.597948, -0.384805, 0.273812], [-9.083995, 0.250077, 0.963485], [-10.598770, 0.347719, 1.899837], [-9.180726, -2.199934, 1.132363], [-11.019366, -1.803252, 4.802976], [-10.272330, -0.339905, 4.134424], [-11.799131, -0.980101, 3.438801]], "forces_ev_per_a": [[-0.010, 0.559, 0.707], [0.463, -0.263, 0.126], [-1.825, -1.644, -0.768], [-0.249, 0.954, -0.246], [0.713, -1.162, 0.087], [-0.035, 0.054, 2.426], [-0.256, 0.902, -1.000], [0.769, -0.931, -0.728], [-2.324, 0.519, -0.625], [-1.513, -0.035, -0.358], [-0.685, -0.598, -0.180], [2.537, -1.929, 7.303], [-1.645, -1.655, -0.525], [-0.315, -1.957, 2.442], [3.435, 3.034, 1.248], [1.174, 0.871, -0.409], [-0.352, 1.256, -0.783], [-1.319, -0.364, -0.443], [1.958, 0.400, 0.552], [-0.153, -1.223, 0.828], [1.656, 2.530, -0.363], [0.928, -0.489, -0.286], [-0.289, -1.757, -1.089], [-0.394, 0.171, -0.024], [-1.682, 0.338, -3.175], [1.684, -0.875, -1.595], [0.743, -0.599, -0.800], [0.523, 0.405, 1.733], [-1.260, -0.404, 0.184], [0.234, 0.305, -0.012], [-0.484, 2.770, -5.287], [-2.622, -2.156, -0.669], [-0.959, -1.918, 0.178], [2.810, -0.866, -0.620], [0.790, 0.655, -0.617], [0.352, -1.715, -0.107], [-1.040, 0.252, -2.190], [-2.001, -0.608, 1.457], [1.482, 1.656, 0.562], [0.250, -0.587, -2.335], [2.260, 0.195, 0.803], [-2.343, -0.603, 1.081], [0.964, 1.600, 1.055], [0.453, -0.583, -2.057], [2.302, 1.259, 0.568], [-2.053, 0.019, 1.820], [-0.345, 0.510, -2.191], [1.782, 0.214, 1.299], [-1.040, -1.724, 1.075], [1.384, -1.121, 1.858], [0.269, -2.270, -1.444], [0.688, -0.900, 2.706], [0.242, 2.260, 0.232], [-0.969, -0.332, 2.483], [0.018, -1.243, -0.411], [1.411, 0.182, -0.901], [-0.068, -0.282, 1.279], [0.166, 0.746, -1.040], [1.061, 0.126, 1.170], [-1.090, -0.994, -0.519], [1.913, 1.571, 1.468], [-1.638, 1.756, -0.329], [-0.201, 0.567, -1.192], [1.249, -0.726, 2.109], [1.444, -0.285, -2.182], [-1.128, 1.688, 0.679], [-2.481, -0.710, -1.356], [-1.802, 0.974, 1.121], [2.106, 1.222, -0.601], [-1.233, 1.965, -0.203], [-1.181, -1.825, -0.637], [2.101, 0.574, -1.370], [-0.383, 0.915, -2.301], [-1.965, 0.683, 0.757], [-1.383, 2.078, -0.510], [-0.086, -2.135, -1.148], [-0.936, 2.280, 0.794], [-2.060, -1.125, -0.396], [1.424, -0.623, 1.808], [0.255, -0.312, 0.150], [0.192, 0.558, 0.175], [0.586, 0.111, 0.336], [0.060, 0.001, 0.126], [-0.317, -0.190, -0.180], [-0.212, -0.030, -0.257], [-0.301, -0.055, -0.119], [0.181, -0.040, 0.139], [-0.208, 0.140, -0.111], [0.033, -0.310, 0.028], [-0.205, -0.061, 0.036], [0.125, 0.102, -0.294], [0.057, -0.159, -0.503], [-0.532, 0.450, 0.419], [-0.600, 0.019, -0.881], [-0.086, 0.136, 0.269], [0.426, -0.099, 0.339], [0.235, -0.125, 0.192], [0.331, 0.192, 0.155], [-0.140, 0.024, -0.157], [0.095, -0.012, 0.247], [0.117, -0.157, -0.266], [0.179, 0.121, 0.012], [0.013, -0.184, 0.115], [-0.451, -0.044, -0.071], [0.347, -0.505, 0.399], [-0.594, -0.344, 0.210], [0.199, -0.107, 0.106], [0.207, 0.501, -0.151], [0.196, 0.178, -0.195], [0.161, 0.286, -0.052], [-0.186, -0.136, 0.053], [0.243, 0.115, 0.005], [-0.208, 0.115, -0.119], [0.038, 0.175, 0.094], [0.097, -0.032, -0.171], [-0.464, -0.059, -0.049], [0.254, -0.224, 0.498], [-0.660, -0.476, 0.508], [0.083, -0.040, 0.099], [0.306, 0.334, -0.382], [0.213, 0.077, -0.252], [0.186, 0.230, -0.163], [-0.194, -0.084, 0.095], [0.261, 0.061, -0.038], [-0.326, 0.106, -0.221], [0.038, 0.172, -0.019], [0.130, -0.149, -0.083], [-0.055, -0.127, -0.444], [-0.479, 0.369, 0.315], [-0.594, 0.091, -0.667], [-0.098, 0.138, 0.230], [0.607, -0.250, 0.258], [0.210, -0.151, 0.209], [0.294, 0.003, 0.160], [-0.141, 0.012, -0.186], [0.093, 0.029, 0.244], [0.109, -0.173, -0.257], [0.151, 0.123, 0.015], [0.013, -0.172, 0.107], [0.247, -0.190, -0.347], [-0.114, -0.374, 0.642], [0.411, -0.745, -0.257], [-0.106, -0.011, 0.272], [-0.422, 0.582, -0.039], [-0.039, 0.312, 0.029], [-0.203, 0.256, -0.036], [0.115, -0.187, -0.064], [-0.143, 0.157, 0.077], [0.127, 0.035, -0.305], [-0.193, 0.040, -0.068], [0.109, 0.165, 0.065]], "lowdin_charge": [-0.105, -0.241, -0.263, -0.160, -0.162, -0.229, -0.126, -0.144, -0.234, -0.152, -0.071, 0.098, -0.145, 0.028, -0.089, -0.120, -0.554, 0.062, 0.038, 0.035, 0.000, -0.230, -0.154, -0.152, -0.078, -0.641, 0.825, -0.281, -0.163, -0.096, 0.085, -0.057, -0.173, -0.219, -0.227, -0.102, 0.077, 0.088, 0.075, 0.123, 0.128, 0.133, 0.127, 0.108, 0.136, 0.120, 0.138, 0.131, 0.132, 0.132, 0.122, 0.101, 0.103, 0.121, 0.074, 0.088, 0.080, 0.073, 0.072, 0.038, 0.099, 0.119, 0.040, 0.086, 0.087, 0.091, 0.077, 0.115, 0.084, 0.076, 0.074, 0.068, 0.142, 0.124, 0.126, 0.128, 0.077, 0.085, 0.075, -0.081, -0.001, -0.542, -0.019, -0.007, 0.082, 0.081, 0.081, 0.141, 0.091, 0.087, 0.062, -0.101, 0.008, -0.552, -0.018, 0.011, 0.079, -0.041, 0.078, 0.144, 0.084, 0.083, 0.083, -0.081, 0.001, -0.530, -0.004, -0.001, 0.084, 0.083, 0.077, 0.143, 0.078, 0.090, 0.089, -0.084, -0.004, -0.547, -0.036, 0.015, 0.083, 0.083, 0.076, 0.142, 0.070, 0.088, 0.078, -0.082, 0.001, -0.528, -0.005, 0.006, 0.083, 0.084, 0.076, 0.144, 0.086, 0.088, 0.086, -0.081, 0.007, -0.532, -0.012, 0.007, 0.084, 0.085, 0.076, 0.144, 0.087, 0.087, 0.085]}